1.
Computed, not measured: a 19-piece molecular cluster, C44H137N11O19 overall, with ωB97M-V with the def2-TZVPD basis set.

```
211
Properties=species:S:1:pos:R:3:mulliken_charge:R:1
C 6.4382 -4.4068 0.5953 -1.62
C 5.2665 -3.6418 1.1346 2.35
C 3.9989 -3.8083 0.3813 -0.04
O 4.1953 -3.5350 -1.0202 -0.53
C 2.9973 -3.5625 -1.7556 0.28
N 4.9253 -3.8736 2.5760 -0.54
H 6.1633 -5.4827 0.6626 0.35
H 7.4198 -4.2440 1.1170 0.36
H 6.6121 -4.2256 -0.4731 0.28
H 5.4178 -2.5493 1.1324 -1.28
H 3.2832 -3.0835 0.7745 -0.61
H 3.5769 -4.7833 0.5728 0.59
H 3.2519 -3.2555 -2.7907 -0.35
H 2.2989 -2.8164 -1.3530 -0.15
H 2.5555 -4.5686 -1.7511 0.43
H 5.5224 -3.3285 3.1801 0.28
H 4.9440 -4.8175 2.8935 0.19
C 3.3653 1.4194 0.1111 1.51
C 4.5078 0.7727 0.9306 0.11
C 3.8578 0.0321 2.1233 0.94
O 4.9181 -0.1231 3.0339 -0.49
C 4.5282 -0.7173 4.2223 -0.43
N 5.4317 -0.1393 0.2811 -0.34
H 2.6570 0.7248 -0.2820 0.40
H 3.7680 2.0790 -0.6839 -1.38
H 2.7296 2.0197 0.8185 -0.53
H 5.0800 1.5675 1.4093 0.26
H 3.5461 -0.9413 1.7971 -0.12
H 3.1023 0.7571 2.4670 -0.21
H 4.1429 -1.7313 4.0099 0.14
H 3.7439 -0.1509 4.7262 0.03
H 5.3945 -0.7982 4.9087 0.27
H 5.8767 -0.6518 1.0879 0.51
H 4.9467 -0.7943 -0.3460 -0.64
C -1.2711 2.5891 7.2950 -1.37
C -1.7246 2.8305 5.9213 0.36
C -0.8957 2.0277 4.9306 0.13
O 0.4567 2.3785 5.1642 -0.43
C 1.4078 1.7617 4.3300 -0.19
N -3.1948 2.5517 5.6785 -0.59
H -1.6061 1.6003 7.6638 0.21
H -1.6280 3.3226 8.0133 0.37
H -0.2166 2.4895 7.3510 0.36
H -1.5264 3.9041 5.7411 0.31
H -1.0409 2.1096 3.8639 0.14
H -0.9758 0.9465 5.1012 -0.23
H 1.1544 0.6850 4.0421 0.14
H 2.3253 1.8298 4.9160 0.23
H 1.5826 2.3308 3.4344 -0.08
H -3.3947 1.5448 5.8531 0.15
H -3.8645 2.9917 6.3502 0.30
C -4.3511 4.0171 0.6913 -1.42
C -4.3609 3.1093 -0.6271 0.40
C -2.9828 3.1486 -1.3178 0.27
O -2.4993 4.4885 -1.6277 -0.25
C -3.0911 4.9558 -2.8243 -0.90
N -4.5716 1.7189 -0.2537 0.22
H -4.3179 5.0887 0.3621 0.31
H -3.4503 3.7720 1.2837 0.16
H -5.2486 3.8558 1.2562 0.47
H -5.0249 3.4880 -1.4369 0.45
H -2.9232 2.5206 -2.2202 0.18
H -2.2019 2.7146 -0.6222 -0.54
H -2.9765 4.2166 -3.6748 0.30
H -2.4903 5.8276 -3.1227 0.33
H -4.1447 5.2598 -2.6663 0.28
H -5.4379 1.6306 0.2238 0.39
H -4.5443 1.0848 -1.0617 -0.51
C -4.4032 -5.4366 2.4895 -1.38
C -5.1096 -4.1660 2.2435 2.64
C -5.2744 -3.8616 0.7260 -1.16
O -3.9183 -3.8411 0.2164 0.06
C -3.9247 -3.6972 -1.1738 -0.84
N -6.4042 -4.0733 2.9099 -0.59
H -3.7108 -5.6725 1.6943 0.17
H -5.1054 -6.2975 2.6373 0.46
H -3.8512 -5.4857 3.4276 0.14
H -4.4349 -3.3862 2.6386 -1.42
H -5.7571 -2.8740 0.5442 0.16
H -5.8862 -4.5449 0.1994 0.44
H -4.2322 -2.7668 -1.5536 0.25
H -4.5544 -4.4712 -1.6570 0.35
H -2.8483 -3.8104 -1.4285 0.03
H -6.8861 -3.2220 2.7056 0.28
H -6.9812 -4.9041 2.7402 0.28
C 5.0390 1.1923 -3.0580 -0.30
C 5.8463 0.1116 -3.7056 -0.10
C 5.2091 -1.2057 -3.2976 0.18
O 3.9373 -1.3904 -3.9355 -0.05
C 3.9928 -2.1333 -5.1200 -1.12
N 5.9731 0.2232 -5.2010 -0.72
H 4.0001 1.1267 -3.3517 -0.29
H 5.3769 2.1875 -3.3157 0.52
H 5.1084 1.0988 -1.9759 0.12
H 6.8608 0.1037 -3.2665 0.50
H 5.0034 -1.2579 -2.2420 -0.70
H 5.8207 -2.0827 -3.5536 0.42
H 4.9321 -1.9934 -5.6346 0.52
H 3.2103 -1.8048 -5.8114 0.16
H 3.9382 -3.2178 -5.0096 0.30
H 6.4389 1.1066 -5.3433 0.41
H 5.0334 0.4296 -5.5165 0.12
C 5.5034 5.6586 -1.6634 -1.87
C 4.1845 4.9157 -1.4456 1.53
C 3.5276 5.2846 -0.1786 -0.25
O 4.3386 4.8336 0.8974 -0.42
C 3.5330 4.7080 2.0737 -0.50
N 3.2786 5.1521 -2.6061 -0.39
H 6.2895 5.4584 -0.9418 0.38
H 5.4656 6.7315 -1.6357 0.43
H 6.0019 5.4070 -2.6155 0.42
H 4.4292 3.8478 -1.4417 -1.02
H 2.5335 4.8512 -0.1094 0.04
H 3.4396 6.3766 -0.0627 0.52
H 4.1085 4.3858 2.9394 0.29
H 2.7354 3.9386 1.9086 -0.09
H 2.9743 5.6338 2.2607 0.40
H 3.1930 6.1490 -2.7191 0.30
H 2.3396 4.8679 -2.3327 0.02
C 0.7186 -3.9728 1.7636 -0.78
C -0.7926 -3.7767 1.7544 0.98
C -1.2623 -3.4559 3.0896 1.33
O -1.0088 -4.5355 3.9594 -0.51
C -1.7086 -4.3419 5.2280 -0.72
N -1.2151 -2.6872 0.8538 1.39
H 1.1480 -3.6149 0.8192 -0.40
H 0.9484 -5.0427 1.8939 0.40
H 1.2429 -3.3998 2.5888 0.24
H -1.2543 -4.7416 1.5968 0.14
H -2.3181 -3.2642 3.1292 -1.39
H -0.7929 -2.5246 3.4265 0.08
H -1.3304 -3.5424 5.8612 0.33
H -1.5444 -5.2786 5.7853 0.35
H -2.7913 -4.2236 5.0570 0.14
H -0.8430 -2.9006 -0.0647 -0.77
H -2.1964 -2.6948 0.8442 -0.04
C -6.4160 -0.7311 -2.8938 -1.56
C -5.5409 -0.1475 -3.9456 0.78
C -4.0818 -0.4856 -3.7036 -1.17
O -3.7133 -0.0515 -2.3886 0.81
C -2.3374 -0.2608 -2.1539 -0.67
N -5.8656 -0.7476 -5.2450 -0.65
H -7.3675 -0.2589 -3.0864 0.53
H -6.1299 -0.3702 -1.9323 0.20
H -6.4622 -1.8010 -2.9242 0.36
H -5.6336 0.9828 -3.8595 0.09
H -3.5464 -0.0051 -4.5204 0.15
H -3.9909 -1.5409 -3.8285 0.36
H -2.1810 -1.3204 -1.9556 0.05
H -2.0610 0.3476 -1.2820 -0.17
H -1.6949 0.0214 -3.0260 0.16
H -6.8761 -0.6477 -5.3710 0.29
H -5.3840 -0.1682 -5.9433 0.27
C -5.4139 -0.3113 2.2504 -1.00
C -4.5528 0.2696 3.4996 -0.01
C -3.8158 -0.8392 4.2465 0.74
O -3.5164 -0.4218 5.5719 -0.57
C -2.6671 -1.3080 6.3289 -0.69
N -3.5908 1.2608 3.0054 -0.44
H -6.0692 0.5422 2.0634 0.59
H -5.9265 -1.2787 2.5874 -0.07
H -4.8080 -0.4549 1.3937 -0.01
H -5.2899 0.7312 4.1690 0.46
H -2.9036 -1.0631 3.6930 -0.62
H -4.3997 -1.7712 4.2854 0.50
H -2.4103 -0.8957 7.3000 0.29
H -1.7781 -1.4055 5.7221 0.11
H -3.2161 -2.2916 6.5050 0.31
H -3.4090 1.9207 3.7338 0.40
H -3.9351 1.7751 2.1762 -0.58
C 0.5804 2.8001 -4.5289 -1.33
C 1.8489 2.0613 -4.8756 3.03
C 1.6348 1.2599 -6.0863 -1.21
O 0.5225 0.4022 -5.7810 -0.29
C 0.3508 -0.6442 -6.7823 -1.02
N 3.0340 2.9241 -5.1397 -0.59
H -0.2459 2.1017 -4.3278 0.14
H 0.3061 3.3824 -5.4205 0.41
H 0.7573 3.4422 -3.6590 0.08
H 2.0811 1.3752 -4.0444 -1.39
H 2.6072 0.7134 -6.2395 0.23
H 1.4112 1.7674 -7.0362 0.55
H -0.7342 -0.7393 -6.8377 0.26
H 0.8053 -1.5545 -6.4289 0.26
H 0.7472 -0.5219 -7.7726 0.43
H 3.2362 3.6018 -4.4073 0.11
H 3.0198 3.4537 -5.9570 0.30
O -0.1028 -5.8222 -2.1985 -0.59
H -0.7104 -6.2800 -2.7840 0.24
H -0.1274 -6.2838 -1.3449 0.28
O -1.3392 0.1149 1.6492 1.31
H -2.1781 0.3176 2.1176 -0.53
H -1.2292 -0.8314 1.5923 -0.57
O 0.2728 5.4741 -1.5348 -0.64
H -0.4072 4.8384 -1.5803 0.30
H 0.2351 5.6793 -0.5962 0.51
O -0.1700 -3.0734 -1.9014 -0.44
H 0.0570 -3.9602 -2.2008 0.31
H 0.3269 -2.4333 -2.4425 -0.10
O 0.1020 2.5362 1.1090 1.60
H -0.2779 1.6792 1.3018 -0.73
H 0.3698 2.4079 0.2014 -0.23
O 1.3130 -0.9099 -3.3847 0.48
H 0.8392 -0.4728 -4.1137 -0.12
H 2.2610 -0.8733 -3.5473 0.21
O -0.5371 5.2631 0.9237 -0.93
H -0.3054 4.3845 1.3244 0.17
H -1.3609 5.0915 0.4586 0.31
O 0.4246 0.3075 -0.8501 0.14
H 0.5988 -0.2456 -1.6461 -0.46
H 0.2199 -0.3263 -0.1379 -0.07
```

Values from the calculation:
Energy   -3790.280259 Eh
E_HOMO   -8.52 eV
ΔE to the lowest compared entry with this formula, charge and spin   0.000 eV
LUMO level   0.09 eV
Orbital gap   8.62 eV
Net charge   0

---

2.
Computed, not measured: C44H28Cl7KN4O2Te as an isolated structure, with ωB97M-V with the def2-TZVPD basis set.

```
87
Properties=species:S:1:pos:R:3:mulliken_charge:R:1
K 1.0433 -0.0324 -0.3083 0.82
C -0.6986 -2.0711 4.1917 -0.46
C -0.9568 -2.2090 2.8205 -0.47
N -0.0272 -2.3641 1.9156 -0.04
C 1.2458 -2.4851 2.3183 -0.05
C 1.6122 -2.4802 3.6973 1.48
C 0.5893 -2.2068 4.6294 -1.00
C 2.9351 -2.7539 4.0797 -0.87
C 3.8703 -3.0446 3.1129 -0.82
C 3.5421 -3.0375 1.7663 -0.07
C 2.2560 -2.7051 1.3163 -0.40
N 1.9874 -2.4645 0.0350 0.46
C 2.2891 -3.1823 -1.0281 -0.73
C 2.2824 -4.5948 -1.0553 -0.40
C 2.4301 -5.3081 -2.2283 -0.73
C 2.6271 -4.6807 -3.4424 -0.97
C 2.6918 -3.2816 -3.4804 1.36
C 2.9329 -2.5676 -4.6716 -0.71
C 3.0417 -1.2039 -4.6359 -0.86
C 2.8898 -0.5562 -3.4032 -0.43
N 2.6346 -1.1824 -2.2817 -0.17
C 2.5312 -2.5143 -2.2863 0.04
H -1.5125 -1.8652 4.8740 0.44
H -1.9775 -2.1722 2.4632 0.30
H 0.8442 -2.1116 5.6782 0.37
H 3.2011 -2.7413 5.1299 0.36
H 4.8923 -3.2665 3.4017 0.33
H 4.3072 -3.2371 1.0262 0.45
H 2.1113 -5.1205 -0.1250 0.44
H 2.3822 -6.3910 -2.1964 0.35
H 2.7536 -5.2407 -4.3600 0.32
H 3.0333 -3.1216 -5.5984 0.37
H 3.2424 -0.6319 -5.5320 0.41
H 2.9789 0.5196 -3.3415 0.62
Cl -2.2436 0.6900 2.1098 -0.21
C -0.7435 0.8965 2.9473 0.87
C 0.4367 0.7133 2.2393 -1.93
C 1.5730 0.8513 3.0312 1.37
Cl 3.0992 0.6224 2.2658 -0.17
C 1.5642 1.1627 4.3843 -0.42
Cl 3.0284 1.3493 5.2895 -0.24
C 0.3464 1.3563 5.0237 0.57
Cl 0.2819 1.7885 6.6951 -0.26
C -0.8254 1.2136 4.2957 -0.42
Cl -2.3535 1.4286 5.0812 -0.23
Cl 0.9450 3.7791 -7.0009 -0.30
C 0.6248 2.8329 -5.5730 0.22
C -0.3595 1.8400 -5.6155 -0.86
C -0.6500 1.1317 -4.4898 -0.44
C -0.0079 1.3562 -3.2232 -0.12
O -0.3444 0.7346 -2.1895 0.24
C 1.0361 2.3527 -3.2481 1.19
C 1.8259 2.6598 -2.0947 -0.53
O 1.7996 2.1527 -0.9895 -0.44
C 1.3194 3.0665 -4.4209 -0.88
H -0.8722 1.6339 -6.5451 0.42
H -1.4032 0.3602 -4.5200 0.17
H 2.5470 3.4956 -2.2926 0.05
H 2.1012 3.8144 -4.3985 0.32
Cl -5.2559 5.1112 0.0831 -0.27
C -3.5868 4.6524 0.1278 0.02
C -2.5989 5.6238 0.1139 -0.24
C -1.2773 5.2055 0.1364 -0.97
C -1.0072 3.8420 0.1633 -0.24
N -1.9642 2.9340 0.1731 0.26
C -3.2238 3.3145 0.1655 -0.23
H -2.8563 6.6729 0.0981 0.40
H -0.4841 5.9369 0.1357 0.42
H -0.0012 3.4471 0.1779 0.48
H -3.9554 2.5172 0.2033 0.42
C -2.8287 -1.3074 -2.6353 -1.25
Te -2.2513 -0.4677 -0.7246 0.63
C -3.8765 -1.7886 -0.0330 -1.44
C -4.6658 -2.2168 -1.2230 0.55
C -5.9037 -2.8391 -1.1067 -0.55
C -6.6113 -3.2420 -2.2248 -0.47
C -6.0831 -3.0264 -3.4879 -0.58
C -4.8545 -2.4055 -3.6140 -0.58
C -4.1391 -1.9966 -2.4965 0.55
H -2.0713 -2.0014 -3.0015 0.56
H -2.9170 -0.5081 -3.3701 0.27
H -4.5294 -1.3170 0.7026 0.53
H -3.4537 -2.6745 0.4456 0.46
H -6.3195 -3.0091 -0.1199 0.41
H -7.5742 -3.7258 -2.1173 0.37
H -6.6283 -3.3408 -4.3690 0.37
H -4.4380 -2.2281 -4.5988 0.43
```

Values from the calculation:
Energy   -6152.408384 Eh
E_HOMO   -1.41 eV
ΔE to the lowest compared entry with this formula, charge and spin   1.233 eV
LUMO level   3.76 eV
Orbital gap   5.16 eV
Net charge   -2